The following is a quantum chemistry calculation of a structure of composition C12H30Cl2NO2P2Sc in a non-equilibrium geometry, from OMol25.

Last column: Löwdin charge in e.
Element x y z (Å)
C -1.1763 -0.0553 -4.5814  -0.036
C -0.8409 -0.1477 -3.1508  -0.693
H -2.2483 0.1826 -4.7034  0.121
H -0.9145 -1.0053 -5.0841  0.122
H -0.5597 0.7624 -5.0215  0.110
O -1.5384 -0.2335 -2.1628  0.058
Cl 0.9996 -0.1038 -2.9215  0.672
Sc 1.1339 0.0582 -0.2434  0.290
P 1.1253 -2.6500 -0.4613  0.739
C -0.1267 -3.4795 0.5705  -0.251
C 0.7328 -3.4072 -2.0745  -0.276
H 0.7836 -4.4971 -1.9603  0.065
H 2.4418 -4.6756 -0.2816  0.066
H 1.4517 -3.0854 -2.8350  0.044
H 3.4664 -3.2389 -0.6155  0.058
H -1.1226 -3.0999 0.3110  0.055
H -0.2779 -3.1153 -2.3872  0.046
C 2.6146 -3.6175 -0.0374  -0.249
H -0.0898 -4.5612 0.3817  0.069
H 2.8393 -3.5112 1.0313  0.057
H 0.0559 -3.2865 1.6352  0.040
P 0.8208 2.6966 -0.6444  0.748
C -0.3895 3.5590 0.4142  -0.258
C 2.2594 3.8102 -0.4814  -0.251
H 0.9144 2.9909 -3.0661  0.046
H 0.1130 4.3544 -2.2281  0.067
H -0.7684 2.8118 -2.4829  0.045
C 0.2108 3.2611 -2.2718  -0.273
H 3.0764 3.4455 -1.1164  0.058
H 1.9589 4.8200 -0.7978  0.066
H -0.2759 4.6441 0.2781  0.069
H -0.2205 3.3054 1.4680  0.053
H 2.5979 3.8251 0.5612  0.061
H -1.4104 3.2693 0.1387  0.045
Cl 3.2474 0.1912 0.5692  0.101
C -2.2758 -0.0215 4.1101  0.012
N -1.7767 0.1221 2.7404  -0.094
C -2.6348 0.7525 1.7392  0.015
C -0.5434 -0.1823 2.3975  -0.392
C 0.4091 -0.7812 3.3783  0.039
O -0.2043 0.0894 1.1711  -0.203
H -3.3063 0.3375 4.1413  0.103
H -1.6676 0.5641 4.8171  0.113
H -2.2511 -1.0707 4.4411  0.113
H -2.2732 1.7527 1.4660  0.083
H -2.6974 0.1605 0.8187  0.105
H -3.6344 0.8477 2.1675  0.106
H 1.3753 -0.9435 2.8752  0.079
H 0.5733 -0.0962 4.2299  0.120
H 0.0234 -1.7479 3.7583  0.115

The calculation puts the LUMO energy at -0.230 Ha. For the HOMO energy, the calculation gives -15.643 eV. Its HOMO-LUMO gap is 9.375 eV. The net charge is +2. As for the multiplicity: 1.

The following is a quantum chemistry calculation of a cluster of 3 separate species, C12H30ClN2O8 in total in a non-equilibrium geometry, from OMol25.

Last column: Löwdin charge in e.
Element x y z (Å)
Cl 2.7372 -1.4154 -0.4930  0.742
O 2.7459 -2.6520 0.2832  -0.340
O 2.5117 -1.6622 -1.9438  -0.366
O 1.7946 -0.4901 0.0002  -0.453
O 4.0735 -0.8267 -0.4193  -0.350
C -3.0772 -1.9534 -0.0830  -0.134
O -2.9454 -2.6015 1.1346  -0.176
C -1.6140 -3.0541 1.4763  -0.200
C -0.7740 -2.1075 2.3191  -0.220
N -0.1241 -1.0556 1.5432  -0.038
C 0.9331 -0.3766 2.3836  -0.171
C 1.1982 1.1590 2.0511  -0.200
O 2.2059 1.7431 2.8586  -0.185
C 3.4993 1.4328 2.3149  -0.086
H -4.1041 -1.8540 -0.4345  0.083
H -2.6226 -2.5001 -0.9092  0.088
H -2.6757 -0.9431 -0.0032  0.049
H -1.0675 -3.3503 0.5809  0.118
H -1.6184 -4.0430 1.9347  0.113
H 0.0291 -2.8120 2.5357  0.116
H -1.3666 -1.7767 3.1720  0.124
H 0.4745 -1.6510 0.9888  0.060
H 1.8858 -0.8962 2.2812  0.088
H 0.7155 -0.5626 3.4353  0.105
H 0.2375 1.6314 2.2560  0.108
H 1.3219 1.2255 0.9702  0.087
H 4.2298 2.0870 2.7909  0.082
H 3.5643 1.4702 1.2275  0.083
H 3.6140 0.3871 2.6004  0.081
C 2.0179 -0.2215 -4.5789  -0.063
O 1.1917 0.5882 -3.6502  -0.191
C 0.5903 -0.2200 -2.6982  -0.263
C 0.3867 0.6938 -1.4392  -0.200
N -0.1861 2.0422 -1.7154  -0.015
C -1.6331 1.7964 -1.7630  -0.222
C -2.3689 1.7167 -0.4547  -0.241
O -2.0099 2.6041 0.5687  -0.156
C -2.9788 2.8422 1.5167  -0.146
H 2.2555 0.4406 -5.4114  0.073
H 1.5218 -1.0882 -5.0158  0.075
H 2.8431 -0.5013 -3.9240  0.073
H 1.1981 -1.0325 -2.3001  0.024
H -0.2903 -0.5962 -3.2190  0.110
H 1.4088 0.7797 -1.0705  0.093
H -0.2189 0.1416 -0.7206  0.093
H -0.0829 2.5200 -0.8316  0.079
H -1.8445 0.9666 -2.4375  0.118
H -2.0416 2.6671 -2.2761  0.103
H -2.3020 0.6750 -0.1410  0.075
H -3.3953 1.8541 -0.7949  0.121
H -2.5689 3.2611 2.4357  0.085
H -3.5296 1.9868 1.9080  0.085
H -3.7448 3.5312 1.1609  0.082

The calculation puts the LUMO energy at 0.109 Ha. For the HOMO energy, the calculation gives -5.524 eV. Its HOMO-LUMO gap is 8.481 eV. As for the energy relative to the best compared isomer or geometry (same formula, charge and spin): 3.9434 eV. The net charge is -1. As for the multiplicity: 1.

The following is a quantum chemistry calculation of a structure of composition C12H30CrN4O14S2V2 in a non-equilibrium geometry, from OMol25.

Last column: Löwdin spin population.
Element x y z (Å)
Cr -0.4991 -3.3451 -1.1962  2.821
V -0.3366 1.4338 1.6148  2.922
V 0.0311 -0.8377 -3.8536  2.898
O 0.5681 -2.6235 -2.7274  0.058
H 1.3494 -2.6931 -3.2829  0.009
O -1.4470 -4.0630 0.2513  0.057
H -2.1187 -4.7483 0.2713  0.004
S -2.8409 -2.2914 -3.0501  0.012
O -3.8716 -2.9110 -3.8633  -0.010
O -2.0829 -3.2908 -2.2079  0.029
O -1.8223 -1.5485 -3.8853  0.030
O -3.6244 -1.3585 -2.2276  0.006
S -0.0985 -0.1378 -0.7249  0.016
O -1.1111 0.8524 -0.2708  0.016
O 0.9186 0.1438 0.3085  -0.002
O -0.5682 -1.5107 -0.6156  0.017
O 0.4270 0.1104 -2.0854  0.032
C 1.2713 3.4739 -0.6033  0.004
O 1.0072 2.7650 0.3780  0.023
N 2.0511 4.5361 -0.5603  0.001
C 2.4164 5.1387 -1.8593  0.000
C 2.7994 4.9362 0.5991  0.000
H 0.8155 3.2834 -1.5802  0.001
H 1.6799 5.8846 -2.1591  0.000
H 2.3895 4.3424 -2.5977  0.000
H 3.3874 5.6147 -1.7669  0.000
H 2.4711 4.3635 1.4666  0.000
H 3.8589 4.6592 0.5817  0.000
H 2.7273 6.0040 0.7931  0.000
C -1.9087 3.3586 -2.4320  0.000
O -1.2165 4.3549 -2.6131  0.000
N -3.1916 3.1534 -2.7330  0.000
C -3.9509 2.0197 -2.2304  0.000
C -3.8535 4.1464 -3.5759  0.000
H -1.4222 2.4615 -2.0092  0.000
H -3.6728 1.5567 -1.2860  0.000
H -3.8921 1.1914 -2.9440  0.000
H -5.0060 2.2825 -2.1770  0.000
H -4.1215 5.0448 -3.0283  0.000
H -3.1371 4.4464 -4.3479  0.000
H -4.5698 3.6502 -4.2286  0.000
C -0.5438 -1.7561 3.0109  0.004
O -0.3974 -0.6951 2.4097  0.023
N -0.8394 -1.9082 4.3137  0.004
C -0.7776 -3.2698 4.8239  0.000
C -0.6768 -0.8093 5.2359  0.001
H -0.7723 -2.7052 2.5017  0.000
H 0.1478 -3.4515 5.3793  0.000
H -0.7831 -4.0548 4.0705  0.000
H -1.6066 -3.4671 5.5024  0.000
H -1.1429 0.0794 4.7885  0.001
H -1.3156 -0.9045 6.1099  0.000
H 0.3528 -0.4834 5.3810  0.000
C 2.2342 -2.9297 0.1384  0.005
O 1.2532 -3.6035 -0.1740  0.009
N 3.0569 -3.3000 1.1203  0.005
C 4.4142 -2.7726 1.1804  0.000
C 2.7134 -4.2402 2.1710  0.001
H 2.6258 -2.0010 -0.2935  0.000
H 5.0250 -3.6775 1.1888  0.000
H 4.6686 -2.1525 2.0420  0.000
H 4.6883 -2.1534 0.3277  0.000
H 3.1856 -5.1931 1.9107  0.000
H 3.0470 -3.9957 3.1764  0.000
H 1.6374 -4.4045 2.1432  0.000

The calculation puts the LUMO energy (spin up / spin down) at -0.145 / -0.148 Ha. For the HOMO energy (spin up / spin down), the calculation gives -9.900 / -9.926 eV. Its HOMO-LUMO gap (spin up / spin down) is 5.958 / 5.901 eV. As for the energy relative to the best compared isomer or geometry (same formula, charge and spin): 0.0000 eV. The net charge is +1. As for the multiplicity: 10.

The following is a quantum chemistry calculation of a structure of composition C12H30F2N3O12S3Sn in a non-equilibrium geometry, from OMol25.

Last column: Löwdin charge in e.
Element x y z (Å)
Sn 0.1266 -0.2464 -0.0669  0.989
S 1.7348 2.5352 4.0427  0.146
O 0.5513 3.2449 4.4621  -0.284
O 2.7577 2.7903 5.0550  -0.287
O 1.4557 1.1192 3.9413  -0.283
O 2.1418 2.9622 2.7003  -0.279
N -2.4481 -1.6078 -3.8747  -0.298
S -3.9343 -1.7548 -4.0067  0.457
O -4.5644 -3.0803 -3.8350  -0.318
O -4.5891 -0.7222 -4.8688  -0.321
F -4.2253 -1.1620 -2.5230  -0.251
S -2.1007 -2.0388 -5.4426  0.578
O -2.2031 -1.0116 -6.4732  -0.300
O -2.4563 -3.4190 -5.8684  -0.308
F -0.5055 -2.0368 -5.1844  -0.233
C -4.8454 5.2769 -1.3203  -0.128
O -3.9500 4.2162 -1.5417  -0.161
C -4.0305 3.2534 -0.5126  -0.235
C -3.2395 3.6551 0.7323  -0.199
N -3.0023 2.4758 1.6015  -0.052
C -4.2992 1.9138 2.0393  -0.190
C -4.0456 0.5748 2.7971  -0.227
O -3.1594 -0.3050 2.1224  -0.209
C -2.5920 -1.2477 3.0005  -0.128
H -5.8485 4.8590 -1.2354  0.087
H -4.8360 6.0092 -2.1277  0.085
H -4.6686 5.9257 -0.4625  0.079
H -3.7728 2.2804 -0.9307  0.131
H -5.0504 3.0210 -0.2062  0.100
H -3.7073 4.4882 1.2568  0.108
H -2.2452 4.0381 0.5026  0.121
H -2.5127 2.8205 2.4149  0.111
H -4.9525 1.5929 1.2279  0.107
H -4.8081 2.6143 2.7015  0.120
H -4.9906 0.1265 3.1037  0.119
H -3.6636 0.9008 3.7646  0.111
H -3.2792 -1.8325 3.6118  0.086
H -2.0900 -0.7341 3.8205  0.087
H -1.8796 -1.7978 2.3856  0.060
C 6.9262 -0.4525 2.2055  -0.077
O 6.4112 -1.0407 0.9557  -0.220
C 5.3842 -0.1757 0.4687  -0.203
C 5.1959 -0.4048 -1.1017  -0.188
N 4.2357 -1.4579 -1.4845  -0.053
C 4.7086 -2.7046 -0.8216  -0.207
C 3.7621 -3.8682 -1.1913  -0.230
O 2.4047 -3.5390 -0.9075  -0.240
C 1.5024 -4.6177 -1.1931  -0.088
H 6.2485 -0.1662 3.0097  0.092
H 7.5462 0.3984 1.9232  0.081
H 7.6283 -1.2018 2.5712  0.080
H 5.5666 0.8857 0.6371  0.114
H 4.4973 -0.4566 1.0367  0.119
H 6.1553 -0.6608 -1.5512  0.108
H 4.8738 0.5089 -1.6012  0.105
H 4.4682 -1.6325 -2.4517  0.102
H 4.7516 -2.7053 0.2675  0.111
H 5.7130 -3.0220 -1.1016  0.118
H 4.1090 -4.6642 -0.5323  0.114
H 3.8346 -4.2345 -2.2153  0.117
H 1.7309 -5.4554 -0.5342  0.086
H 1.5261 -4.8732 -2.2525  0.090
H 0.5477 -4.1573 -0.9389  0.079

The calculation puts the LUMO energy at -0.097 Ha. For the HOMO energy, the calculation gives -5.449 eV. Its HOMO-LUMO gap is 2.806 eV. As for the energy relative to the best compared isomer or geometry (same formula, charge and spin): 9.1804 eV. The net charge is -1. As for the multiplicity: 1.

Looking at calculated total energy for the records above, in order, we have -82830.0839 -44801.4823 -149019.0101 -85731.9237 eV.